1.
Computed, not measured: C4H9BO2 in the gas phase, with ωB97M-V with the def2-TZVPD basis set.

XYZ file:
```
16
Properties=species:S:1:pos:R:3:forces:R:3
B -0.9060 -0.0928 0.1957 -2.20 1.31 1.03
C 0.5696 0.0751 0.7599 -1.60 -1.41 -4.63
C -1.2491 0.6398 -1.2042 2.56 -1.14 0.73
C -2.0463 -0.8354 1.1022 2.13 1.64 1.32
C 2.6982 0.1064 -0.4404 0.75 4.10 1.20
O 1.1066 0.4126 1.7656 1.40 0.26 2.53
O 1.3872 -0.2966 -0.4802 -1.96 -0.71 1.04
H -0.9328 -0.2753 -1.7501 -0.57 0.64 -0.95
H -0.5110 1.4328 -1.4367 -0.45 -0.46 -0.04
H -2.2446 0.9888 -1.4103 -0.46 -0.33 0.14
H -2.9041 -0.2771 1.5023 0.35 0.36 -0.34
H -1.4972 -1.2260 1.9704 -0.39 -0.14 0.04
H -2.4491 -1.6569 0.6102 -0.66 -1.62 -1.17
H 3.3152 -0.3706 0.3290 0.10 -0.59 -0.71
H 2.6136 1.1986 -0.0194 0.92 -1.44 -1.11
H 3.0498 0.1765 -1.4942 0.07 -0.47 0.92
```
Forces are in eV/Å.

Properties
- E: -9060.090 eV
- 2S+1: 3
- Gap between HOMO and LUMO (spin up / spin down): 0.263 / 0.246 Eh
- LUMO (spin up / spin down): 0.70 / -3.72 eV
- Relative energy (zero: lowest compared OMol25 entry of this formula, charge and spin): 84.62 kcal per mole

=====

2.
Computed, not measured: a molecular structure, C18H16N4NiO3S2Si, with ωB97M-V with the def2-TZVPD basis set.

XYZ file:
```
45
Properties=species:S:1:pos:R:3:forces:R:3
Ni -1.3402 0.9792 -0.0951 -0.46 -0.22 -1.25
C 3.0019 -3.0172 3.5612 -0.07 0.09 0.00
Si 3.1512 -3.0827 1.6910 0.08 -0.15 -0.05
C 2.9480 -4.9028 1.1955 0.02 0.06 -0.01
C 4.9642 -2.6558 1.3153 -0.04 -0.04 -0.07
C 2.1193 -2.0710 0.4839 -0.14 0.24 0.09
C 2.4691 -2.1922 -0.8442 0.14 -0.14 0.22
C 1.8178 -1.4516 -1.8207 0.04 0.04 -0.14
C 0.8335 -0.5830 -1.4130 0.12 0.01 0.14
N 0.4137 -0.4363 -0.1430 -0.09 -0.14 0.07
C 1.0224 -1.1999 0.8384 -0.08 0.05 -0.18
S 0.4964 -1.1769 2.4560 -0.08 0.00 0.03
H 3.7582 -3.6547 4.0400 0.01 0.02 -0.17
H 2.0096 -3.3379 3.8727 -0.01 0.01 0.01
H 3.1239 -1.9928 3.9146 -0.02 -0.01 0.02
H 3.5964 -5.5501 1.7949 -0.02 0.02 -0.01
H 3.2059 -5.0461 0.1417 -0.03 -0.01 0.04
H 1.9140 -5.2294 1.3334 0.02 0.02 0.01
H 5.6485 -3.2655 1.9139 -0.03 0.01 0.00
H 5.1680 -1.6034 1.5308 -0.02 -0.03 0.00
H 5.1947 -2.8287 0.2595 0.02 0.04 0.05
H 3.2692 -2.8733 -1.1311 -0.01 0.03 -0.01
H 2.0716 -1.5296 -2.8693 -0.02 0.04 0.00
H 0.3289 0.0201 -2.1474 -0.05 0.00 -0.03
O -1.0867 0.9975 -4.0912 -0.02 -0.03 0.01
C -1.6681 1.3299 -3.0575 0.03 0.07 0.04
O -1.5378 0.6987 -1.9468 0.17 -0.12 0.05
C -2.6465 2.4748 -3.1090 -0.04 -0.01 0.03
C -3.0514 2.8989 -4.3749 -0.06 0.06 -0.05
C -4.0095 3.8814 -4.5468 0.06 -0.09 0.03
C -4.5841 4.4553 -3.4149 -0.02 0.04 -0.03
C -4.1771 4.0652 -2.1563 -0.01 -0.02 0.02
C -3.1920 3.0764 -1.9658 0.02 0.01 -0.10
S -2.7385 2.7748 -0.3100 0.30 -0.44 0.54
H -2.5869 2.4181 -5.2260 0.02 -0.02 0.02
H -4.3108 4.1847 -5.5425 -0.02 0.01 0.01
H -5.3567 5.2103 -3.5217 0.03 0.01 0.04
H -4.6182 4.5133 -1.2733 0.01 0.02 -0.03
O -1.4016 1.1017 1.7360 0.76 0.72 0.75
N -2.4180 1.1891 2.4886 -0.58 -0.05 -0.46
C -2.3572 2.1032 3.4214 -0.01 0.15 0.61
C -1.2791 3.0253 3.6491 0.18 -0.26 -0.18
N -0.4321 3.7643 3.8956 -0.05 0.08 -0.02
C -3.4478 2.1938 4.3442 0.03 -0.04 -0.05
N -4.2863 2.3250 5.1228 -0.08 -0.03 0.01
```
Forces are in eV/Å.

Properties
- E: -101621.566 eV
- Net charge: -2
- 2S+1: 1
- Gap between HOMO and LUMO: 0.232 Eh
- LUMO: 4.62 eV
- Relative energy (zero: lowest compared OMol25 entry of this formula, charge and spin): 0.00 kcal per mole

=====

3.
Computed, not measured: 2 unconnected molecules or ions with the total composition C4H10N2O, with ωB97M-V with the def2-TZVPD basis set.

XYZ file:
```
17
Properties=species:S:1:pos:R:3:forces:R:3
C 1.6992 -0.3425 1.6855 0.39 -0.79 -0.17
N 0.3891 -0.0010 1.2137 -2.75 0.43 0.51
N -0.5453 -0.7453 1.5810 2.82 -0.49 0.76
C -1.9079 -0.3905 1.3596 -0.31 0.57 -0.66
H 1.7416 -1.3488 2.1128 0.01 0.06 0.03
H 2.3866 -0.2521 0.8431 0.08 -0.05 0.05
H 2.0051 0.3988 2.4259 -0.13 0.01 -0.01
H -2.0432 0.6867 1.2243 -0.09 -0.05 -0.09
H -2.2641 -0.9318 0.4803 -0.01 0.10 -0.06
H -2.4853 -0.7512 2.2112 0.12 0.10 0.02
C 0.6294 0.6323 -2.5757 0.08 -0.61 -0.17
C -0.4682 0.3236 -1.6020 -0.48 1.91 -0.06
O -1.4117 -0.3839 -1.8336 0.07 -0.57 0.07
H 0.7577 1.7095 -2.6620 0.00 0.06 0.09
H 1.5641 0.2038 -2.2176 0.18 0.06 0.07
H 0.4044 0.2006 -3.5479 -0.01 -0.03 -0.05
H -0.4516 0.9918 -0.6988 0.03 -0.72 -0.32
```
Forces are in eV/Å.

Properties
- E: -9335.640 eV
- SMILES: C/N=N/C.CC=O
- 2S+1: 1
- Gap between HOMO and LUMO: 0.356 Eh
- LUMO: 0.99 eV
- Relative energy (zero: lowest compared OMol25 entry of this formula, charge and spin): 77.20 kcal per mole

=====

4.
Computed, not measured: C7H4O in the gas phase, with ωB97M-V with the def2-TZVPD basis set.

XYZ file:
```
12
Properties=species:S:1:pos:R:3:forces:R:3
C 2.3338 2.2765 0.9749 -2.21 -1.59 1.17
C 1.6414 1.3025 0.5380 1.17 3.60 0.53
C 0.5264 0.4555 -0.0223 -0.56 -2.03 4.29
C -0.3528 -0.2432 1.0462 -3.19 -1.44 2.13
C -1.2445 -0.8992 1.6790 2.08 2.12 -0.59
C 0.2464 -0.0188 -1.2302 -1.68 0.57 -1.22
C -1.0923 -0.7316 -1.6348 -1.09 -6.20 1.26
O -1.5387 -1.8028 -0.9320 2.26 6.90 -4.79
H 2.7250 3.1636 1.7835 -1.08 -3.21 -3.11
H -2.0837 -1.4070 2.3906 2.79 1.52 -2.36
H 0.8995 0.3433 -1.9880 0.08 0.03 -1.12
H -1.5814 -0.5284 -2.8350 1.41 -0.28 3.80
```
Forces are in eV/Å.

Properties
- E: -9362.386 eV
- SMILES: C#CC(C#C)=CC=O
- 2S+1: 1
- Gap between HOMO and LUMO: 0.310 Eh
- LUMO: -0.91 eV
- Relative energy (zero: lowest compared OMol25 entry of this formula, charge and spin): 104.28 kcal per mole

=====

5.
Computed, not measured: a molecular structure, C25H42BrNOP2Zn, with ωB97M-V with the def2-TZVPD basis set.

XYZ file:
```
73
Properties=species:S:1:pos:R:3:forces:R:3
N -2.7195 -7.6875 -5.0476 0.30 -1.21 -0.17
C -1.5791 -7.7167 -4.3510 -0.27 0.64 -0.12
C -1.1703 -6.6208 -3.5904 -0.09 0.27 -0.09
C -1.9690 -5.4467 -3.5445 -0.44 -0.70 -0.81
C -3.1923 -5.5102 -4.2317 0.21 -0.29 -0.20
C -3.5247 -6.6576 -4.9808 0.22 1.47 0.68
C -1.6155 -4.2897 -2.7159 -0.25 0.07 0.07
Zn -1.0404 -0.7006 -1.1454 0.01 0.47 1.43
P -2.1565 1.7359 3.1293 -0.11 1.69 2.36
C -2.3930 -3.1972 -2.4565 -0.22 -0.11 -1.45
C -2.3745 -2.5471 -1.1528 1.83 -1.35 1.69
C -3.5435 -2.4097 -0.3397 0.13 0.21 0.20
C -3.5123 -2.6413 1.0447 0.19 0.20 -0.72
C -2.3367 -3.0352 1.7078 0.71 0.17 -1.07
C -1.1385 -3.0599 0.9771 -0.30 1.18 -0.24
C -1.0842 -2.6748 -0.4036 -1.52 -0.74 0.47
Br -2.3570 -3.4699 3.5188 -0.02 -0.19 -0.12
H -0.6742 -4.4085 -2.2034 -0.06 -0.29 0.53
H -3.1845 -2.9589 -3.1721 -0.18 -0.21 0.59
H -0.2361 -6.7053 -3.0565 0.14 0.22 0.13
H -3.8772 -4.6763 -4.1903 -0.13 -0.02 -0.10
H -0.9760 -8.6310 -4.4515 -0.26 0.55 0.20
H -4.4585 -6.6870 -5.5395 0.17 -0.11 0.08
H -4.5244 -2.2333 -0.7969 0.46 -0.20 0.02
H -0.1474 -2.9085 -0.9387 -0.50 -0.05 0.08
H -4.4332 -2.6007 1.6147 -0.02 0.06 -0.11
H -0.2200 -3.3137 1.4816 0.14 -0.03 0.08
P -1.4294 1.4199 -1.9199 -0.29 1.77 -2.39
C -2.1561 0.0771 3.8941 0.38 -0.77 -0.47
C -2.9068 -0.0776 5.2339 0.12 0.14 -0.25
H -1.1011 -0.2185 4.0292 -0.28 0.06 -0.01
H -2.5939 -0.6162 3.1616 0.16 -0.14 0.14
H -2.6646 -1.0597 5.6611 -0.14 0.23 -0.05
H -2.6024 0.6929 5.9525 -0.11 -0.15 -0.20
H -3.9961 -0.0273 5.0930 0.31 0.08 0.08
C -3.5528 1.7452 1.9865 -0.48 -0.28 -0.48
C -4.6582 2.7460 2.3952 -0.07 -0.20 -0.38
H -3.9565 0.7220 1.9835 -0.12 0.13 -0.17
H -3.1873 1.9543 0.9746 -0.14 -0.04 0.02
H -5.5573 2.5598 1.7929 0.11 0.08 0.12
H -4.9354 2.6202 3.4512 0.20 0.13 -0.32
H -4.3530 3.7863 2.2092 0.00 -0.34 0.27
C -0.5771 2.1280 2.2746 0.15 -0.74 -0.10
C 0.0914 3.3746 2.8939 -0.06 -0.11 -0.14
H -0.8063 2.2702 1.2090 0.08 0.12 -0.01
H 0.0798 1.2435 2.3222 -0.27 0.58 0.06
H 0.7341 3.8725 2.1573 -0.06 -0.03 0.15
H -0.6743 4.0863 3.2417 0.40 -0.23 -0.10
H 0.7290 3.0855 3.7426 -0.35 0.17 -0.18
C -0.2381 2.8176 -1.8742 1.05 -0.04 0.85
C -0.0523 3.5652 -3.1992 -0.11 -0.05 -0.40
H 0.7223 2.4132 -1.5248 -0.07 0.15 -0.15
H -0.5290 3.5237 -1.0817 -0.25 -0.38 -0.12
H 0.6975 3.0822 -3.8341 -0.25 0.04 0.09
H -0.9925 3.6269 -3.7549 0.14 0.07 -0.01
H 0.2920 4.5954 -3.0528 -0.10 -0.29 0.26
C -3.0365 2.3485 -1.8439 -0.28 -0.37 0.63
C -4.2282 1.4885 -2.2488 -0.33 -0.14 -0.10
H -3.0029 3.2907 -2.4220 0.50 -0.61 -0.07
H -3.1384 2.6813 -0.7992 0.01 -0.15 -0.28
H -4.1539 1.1183 -3.2743 0.10 0.05 0.07
H -4.3567 0.6261 -1.5856 0.07 0.07 0.00
H -5.1595 2.0577 -2.2052 0.15 0.04 0.09
C -1.3114 0.7583 -3.6789 -0.12 -0.18 0.23
C 0.0733 0.1638 -4.0153 -0.14 0.11 -0.22
H -1.6339 1.4820 -4.4535 0.16 -0.24 0.61
H -2.0419 -0.0696 -3.6855 0.03 0.27 -0.20
H -0.0090 -0.4220 -4.9451 0.09 0.17 0.39
H 0.8392 0.9397 -4.1842 -0.31 -0.41 0.27
H 0.4333 -0.5361 -3.2295 0.02 0.22 -0.22
O 0.9397 0.1441 0.6658 0.72 0.35 -1.07
H 1.5629 -0.3528 1.2153 -0.12 -0.08 -0.06
H 1.4757 0.9185 0.3622 -0.65 -0.81 0.42
```
Forces are in eV/Å.

Properties
- E: -167164.525 eV
- Net charge: +2
- 2S+1: 1
- Gap between HOMO and LUMO: 0.162 Eh
- LUMO: -7.53 eV
- Relative energy (zero: lowest compared OMol25 entry of this formula, charge and spin): 73.88 kcal per mole

=====

6.
Computed, not measured: C5H10N2O2 in the gas phase, with ωB97M-V with the def2-TZVPD basis set.

XYZ file:
```
19
Properties=species:S:1:pos:R:3:forces:R:3
C 0.2895 1.9546 -0.3715 0.06 -0.19 -0.15
N 0.8614 0.6856 0.0720 -0.82 -0.95 0.08
C 0.1575 -0.1057 1.4649 -0.08 -0.49 -0.02
O -0.9366 0.6348 1.9324 0.37 0.02 -0.40
O 1.0339 -0.4765 2.2514 -0.13 0.10 -0.23
H -0.6932 0.8677 2.8392 0.06 -0.01 -0.08
H 1.8455 0.7566 0.3164 -0.04 0.03 -0.17
H -0.7956 1.8737 -0.3672 0.01 -0.01 0.02
H 0.6227 2.1661 -1.3889 0.00 0.07 0.06
H 0.5852 2.7510 0.3105 0.01 -0.05 -0.04
C 0.6080 -0.5895 -0.9210 0.37 1.09 0.33
C -1.2123 -2.0295 0.5531 0.18 0.85 0.37
C 0.0467 -0.4809 -2.1573 0.00 0.15 0.08
N -0.3818 -1.0952 0.4488 0.10 -0.29 0.03
H 1.4729 -1.2350 -0.8126 -0.06 0.02 0.06
H -1.4715 -2.5823 -0.3524 0.14 -0.12 0.12
H -1.6822 -2.2056 1.5206 -0.18 -0.19 -0.20
H 0.4645 -1.0336 -2.9850 -0.03 -0.13 0.12
H -0.8145 0.1436 -2.3536 0.05 0.08 0.02
```
Forces are in eV/Å.

Properties
- E: -12418.473 eV
- 2S+1: 1
- Gap between HOMO and LUMO: 0.283 Eh
- LUMO: 0.49 eV
- Relative energy (zero: lowest compared OMol25 entry of this formula, charge and spin): 115.28 kcal per mole